[1]
Computed, not measured: one molecule with the formula C5H14N2, with the ωB97M-V functional and the def2-TZVPD basis.

Last column: Mulliken charge in e.
Geometry (Å):
C -0.67531 -2.26697 1.51294  -0.88
N 0.29192 -1.17127 1.33175  -0.43
C 0.01537 -0.38873 0.10799  0.29
C 0.58610 1.00845 0.31383  -0.65
C 0.23008 1.96479 -0.84394  -0.57
N -1.12229 2.52815 -0.63760  -0.63
C 0.58347 -1.08656 -1.12235  -1.47
H -1.58842 -1.90109 1.98974  0.29
H -0.25748 -3.03677 2.15700  0.34
H -1.01654 -2.71159 0.56936  0.31
H 1.15785 -1.66972 1.14065  0.30
H -1.06438 -0.30399 -0.02650  0.25
H 1.66109 0.98590 0.40748  0.34
H 0.08057 1.40531 1.19188  0.26
H 0.24423 1.39498 -1.77362  0.31
H 0.97669 2.75249 -0.97813  0.35
H -1.07040 2.99950 0.26294  0.23
H -1.24979 3.28690 -1.30005  0.24
H 0.40897 -2.16249 -1.06730  0.42
H 0.14149 -0.71162 -2.03951  0.40
H 1.66678 -0.91567 -1.19658  0.31

Force components x, y, z for each atom (eV/Å):
-0.50 0.47 0.01
-0.24 -0.86 -0.33
0.32 -0.12 0.22
-1.06 0.60 -1.05
-0.12 -0.29 -0.07
0.58 0.12 0.11
0.31 0.07 -0.06
0.11 0.12 0.10
0.05 -0.05 -0.03
0.23 -0.19 -0.04
0.25 0.38 0.22
-0.10 0.04 0.23
0.35 -0.16 0.42
0.51 0.05 0.42
-0.13 0.11 -0.13
0.17 -0.01 0.26
-0.29 -0.04 0.01
-0.19 -0.12 -0.11
-0.05 0.02 -0.09
-0.08 -0.05 -0.18
-0.13 -0.10 0.08

largest force on an atom = 1.6 eV/A
lowest unoccupied orbital energy = 1.127 eV
Kohn-Sham gap = 0.3686 Eh
HOMO = -8.90 eV
SMILES = CN[C@H](C)CCN


[2]
Computed, not measured: one molecule with the formula C5H14N2, with the ωB97M-V functional and the def2-TZVPD basis.

Last column: Mulliken charge in e.
Geometry (Å):
C 0.29385 -1.00162 -1.38110  -0.99
N 0.49161 -0.74765 0.03417  0.05
C 1.86504 -0.90116 0.42600  -1.07
C 0.52899 1.79753 -0.06563  -1.33
C -0.08562 0.50041 0.53174  0.30
C -1.59800 0.52706 0.37793  -1.13
N -2.21110 -0.81537 0.40499  -0.53
H 0.89912 -1.85996 -1.67329  0.38
H -0.73632 -1.29930 -1.55010  0.30
H 0.45869 -0.13999 -2.03432  0.27
H 1.99418 -0.63275 1.47580  0.36
H 2.16313 -1.94598 0.29705  0.34
H 2.60734 -0.30137 -0.12140  0.35
H 0.64625 1.64425 -1.14492  0.28
H -0.24861 2.55305 -0.01587  0.44
H 1.41343 2.08726 0.47279  0.35
H 0.18539 0.52878 1.59434  0.43
H -1.83207 0.98131 -0.58666  0.31
H -2.04472 1.18334 1.12098  0.42
H -1.65799 -1.40995 1.01725  0.22
H -3.13259 -0.74789 0.82027  0.26

Force components x, y, z for each atom (eV/Å):
-0.64 -0.31 0.07
-0.05 0.29 -0.04
0.65 -0.25 0.20
-1.38 -0.95 -0.47
0.62 0.35 0.27
-0.42 -0.52 -0.53
0.12 0.25 0.48
0.19 0.23 -0.12
-0.26 -0.01 0.06
0.49 -0.02 -0.08
-0.11 -0.14 0.08
0.00 0.05 0.07
-0.17 0.18 -0.23
0.59 0.17 0.25
0.14 0.49 0.35
0.44 0.25 -0.20
-0.31 -0.21 0.04
-0.05 0.01 -0.20
0.16 0.22 0.25
-0.02 -0.01 -0.16
-0.02 -0.07 -0.08

largest force on an atom = 1.7 eV/A
lowest unoccupied orbital energy = 1.124 eV
Kohn-Sham gap = 0.3461 Eh
HOMO = -8.29 eV
SMILES = C[C@@H](CN)N(C)C


[3]
Computed, not measured: one molecule with the formula C5H14N2, with the ωB97M-V functional and the def2-TZVPD basis.

Last column: Mulliken charge in e.
Geometry (Å):
C 0.01676 -0.03985 0.75825  -0.93
N -1.16608 -0.06425 -0.05259  0.22
C -1.35190 0.91456 -1.11503  -1.08
C -2.39759 -0.58458 0.47821  -1.10
C 1.31328 0.12830 -0.06342  0.75
C 2.50810 0.15910 0.85461  -1.40
N 1.38046 -1.01896 -0.95735  -0.75
H 0.15537 -1.04724 1.18303  0.43
H -0.06085 0.64216 1.61361  0.26
H -1.29662 0.44152 -2.10829  0.22
H -2.38445 1.28276 -1.05149  0.36
H -0.64706 1.72968 -1.04218  0.38
H -3.07653 0.21740 0.82374  0.33
H -2.22819 -1.21785 1.35617  0.33
H -2.92335 -1.16454 -0.28236  0.33
H 1.22232 1.09205 -0.57820  0.12
H 2.53446 1.09496 1.42748  0.35
H 2.50466 -0.61863 1.60971  0.32
H 3.43656 0.05169 0.29584  0.35
H 0.47786 -1.18888 -1.39879  0.26
H 1.98279 -0.80939 -1.75092  0.26

Force components x, y, z for each atom (eV/Å):
0.38 -0.81 0.23
-0.03 -0.12 -0.81
-0.73 -0.80 0.24
0.02 0.21 0.48
-1.19 0.12 0.52
0.36 0.55 0.41
0.14 0.00 -0.90
-0.30 0.16 0.13
0.30 0.41 -0.04
0.28 0.19 0.05
0.24 0.37 0.03
0.05 0.29 -0.08
0.04 -0.06 -0.10
0.17 -0.04 -0.29
-0.12 -0.08 0.04
0.34 -0.03 -0.20
0.08 0.00 -0.28
-0.23 -0.46 -0.06
0.05 0.13 -0.05
-0.07 0.07 0.42
0.22 -0.08 0.27

largest force on an atom = 1.3 eV/A
lowest unoccupied orbital energy = 0.993 eV
Kohn-Sham gap = 0.3279 Eh
HOMO = -7.93 eV
SMILES = C[C@@H](N)CN(C)C


[4]
Computed, not measured: C5H14N2 as an isolated structure, with the ωB97M-V functional and the def2-TZVPD basis.

Last column: Mulliken charge in e.
Geometry (Å):
C -0.27387 1.07108 0.35329  -0.59
N -1.28125 0.01692 0.59970  -0.16
C -2.56733 0.66754 0.18496  -1.07
C -1.08098 -1.20379 -0.21708  -1.00
C 1.15340 0.59374 0.06690  0.53
C 1.67938 -0.06362 1.27118  -0.74
N 1.71621 0.92565 -1.07756  -0.82
H -0.55384 1.58371 -0.59491  0.44
H -0.16535 1.74599 1.29051  0.36
H -2.59207 0.75264 -0.89157  0.45
H -2.78288 1.56578 0.74656  0.30
H -3.36102 -0.07082 0.38574  0.35
H -0.91071 -0.91260 -1.26838  0.43
H -0.23007 -1.82297 0.03034  0.30
H -1.95927 -1.79863 -0.08008  0.35
H 2.68503 -2.29401 -1.97717  0.02
H 2.76120 -0.02721 1.37114  0.37
H 1.20306 -0.70194 0.31008  -0.06
H 1.09009 0.02868 2.16956  0.32
H 2.29072 1.74740 -0.95639  0.25
H 3.17955 -1.80352 -1.71681  -0.03

Force components x, y, z for each atom (eV/Å):
-0.29 -0.55 -0.44
-0.28 0.74 0.13
-0.03 -2.66 0.78
0.04 1.57 -0.44
0.18 3.67 0.46
0.33 0.92 -2.49
-1.17 0.09 1.34
0.21 0.30 0.81
-0.49 -0.77 -1.76
0.11 0.78 -0.53
0.22 0.26 -0.12
0.03 0.37 0.24
-0.41 -0.27 -0.07
0.19 0.01 0.62
-0.52 -0.45 -0.25
0.05 0.00 0.02
-0.06 -0.83 -0.28
1.16 -2.09 2.44
-0.40 -0.59 -0.16
1.19 -0.51 -0.29
-0.08 0.00 -0.02

largest force on an atom = 3.7 eV/A
lowest unoccupied orbital energy = 0.405 eV
Kohn-Sham gap = 0.2997 Eh
HOMO = -7.75 eV